Molecular formula: C3H4NO2S
Method: DFT, the ωB97M-V functional and the def2-TZVPD basis

Last columns: bonded neighbours and bond lengths (Å).
Element x y z (Å)
1 C 0.93 -0.47 -0.90  N4 1.372, O6 1.478, H8 1.191, H9 1.129
2 C -1.00 -0.27 0.25  C3 1.828, O5 1.422, O6 1.357, H10 1.194
3 C 0.50 0.32 1.11  C2 1.828, N4 1.254, S7 1.603
4 N 1.31 0.32 0.16  C1 1.372, C3 1.254
5 O -1.48 1.05 0.04  C2 1.422, H11 0.965
6 O -0.49 -0.87 -0.86  C1 1.478, C2 1.357
7 S 0.38 0.65 2.67  C3 1.603
8 H 1.04 -0.01 -1.99  C1 1.191
9 H 1.47 -1.45 -1.06  C1 1.129
10 H -1.94 -0.91 0.63  C2 1.194
11 H -0.71 1.63 -0.05  O5 0.965

The value obtained for the LUMO energy is 3.9 eV. The structure (SMILES) is O[C@H]1OCN=C1[S-]. The multiplicity is 1. As for the net charge: -1.

For each atom in turn, the Mulliken charge in e is: atom 1 (C): -0.09, atom 2 (C): 0.05, atom 3 (C): 0.00, atom 4 (N): -0.48, atom 5 (O): -0.50, atom 6 (O): -0.35, atom 7 (S): -0.52, atom 8 (H): 0.15, atom 9 (H): 0.19, atom 10 (H): 0.21, atom 11 (H): 0.36



Molecular formula: C3H4NO3
Method: DFT, the ωB97M-V functional and the def2-TZVPD basis

Last columns: bonded neighbours and bond lengths (Å).
Element x y z (Å)
1 C -0.48 -0.94 -0.12  C3 1.218, O7 1.334
2 C 0.73 1.33 -0.11  N4 1.263, O6 1.165
3 C -1.66 -0.61 -0.07  C1 1.218, O5 1.264
4 N 1.83 0.73 0.05  C2 1.263, H8 1.073, H9 1.024
5 O -2.72 0.07 0.00  C3 1.264, H10 0.966
6 O -0.01 2.23 -0.19  C2 1.165
7 O 0.66 -1.61 0.03  C1 1.334, H11 0.980
8 H 1.71 -0.33 0.10  N4 1.073
9 H 2.63 1.15 0.53  N4 1.024
10 H -3.05 0.31 -0.87  O5 0.966
11 H 0.36 -2.33 0.64  O7 0.980

The value obtained for the LUMO energy (alpha / beta) is -5.5 / -5.5 eV. The multiplicity is 1. As for the net charge: +1.

For each atom in turn, the Mulliken charge in e is: atom 1 (C): -0.33, atom 2 (C): 0.62, atom 3 (C): 0.70, atom 4 (N): -0.29, atom 5 (O): -0.42, atom 6 (O): -0.18, atom 7 (O): -0.55, atom 8 (H): 0.39, atom 9 (H): 0.31, atom 10 (H): 0.40, atom 11 (H): 0.35